12
Properties=species:S:1:pos:R:3:forces:R:3 method="wB97M-V/def2-TZVPD" orbital_gap_ev=10.53 relative_energy_ev=2.2832 homo_ev=-10.35 e_lumo_ha=0.0066 total_energy_ha=-319.62830 charge=0
H 2.6483 0.2032 0.2290 -0.1 0.2 0.0
N 0.3940 0.9127 2.4664 0.6 -0.2 -0.9
C -1.0682 -0.7067 -0.4078 0.1 -0.1 0.1
H -0.8017 1.4033 -0.2923 0.0 -0.1 -0.1
C 0.9299 0.6607 1.4717 -0.5 0.3 0.8
C -0.4420 0.5777 -0.9284 -0.1 0.0 0.0
N -0.3692 -1.5690 0.1979 -0.4 0.1 -0.2
N 1.0000 0.4639 -0.9354 0.1 0.0 0.4
C 1.5830 0.4213 0.1888 0.0 0.0 -0.3
H -0.7945 0.7758 -1.9463 0.0 -0.1 0.2
H -2.1491 -0.7919 -0.5718 0.1 0.0 0.0
H -0.9304 -2.3511 0.5283 -0.1 0.0 -0.1

=====

111
Properties=species:S:1:pos:R:3:forces:R:3 method="wB97M-V/def2-TZVPD" orbital_gap_ev="7.28 / 5.87" homo_ev="-10.79 / -10.79" multiplicity=2 e_lumo_ha="-0.1292 / -0.1805" total_energy_ha=-4342.27660 charge=+1 s_squared=0.7635
C -0.9557 -0.3442 3.5435 -0.1 0.0 0.0
N 0.5324 -1.3707 2.1667 0.2 0.1 0.0
C 2.1188 0.9717 -1.4886 0.6 -0.3 0.1
H -2.7850 2.6278 -2.2725 0.0 0.0 0.0
C 1.3229 -2.4735 1.6878 -0.2 -0.1 -0.1
H 0.9823 -2.9878 4.4896 0.0 0.0 0.0
F 1.7512 1.7524 -2.5294 0.0 0.0 -0.2
H 3.5371 0.1051 2.0199 0.1 -0.1 0.0
H 4.2383 -3.4110 -1.7170 0.0 0.0 0.0
H -4.1303 -0.5667 -1.7772 0.0 -0.1 0.1
H -5.2907 -0.3411 -0.4659 0.0 -0.1 0.0
F 0.8775 -1.5062 -3.3189 0.1 0.1 -0.3
C -1.9931 1.2696 1.9302 0.0 0.0 -0.2
H -1.7483 -1.7090 -1.0383 0.0 0.0 -0.1
H 3.1256 -2.3584 -2.5889 -0.1 0.2 -0.1
H -4.7115 -1.9411 -0.8665 0.0 0.0 0.0
F 0.1725 -1.4400 -5.3536 0.1 0.1 0.1
C 3.3140 1.7731 -0.8530 -0.1 0.2 -0.3
C 1.2337 2.5357 1.6208 -0.4 0.1 -0.2
H 3.7969 -3.7434 2.1783 0.0 0.0 0.0
H -4.8076 1.7338 1.4628 0.0 0.0 0.1
F -2.0721 1.9880 -4.5237 0.2 0.0 -0.1
C -3.5313 2.2860 -0.2514 0.1 -0.2 -0.4
C -3.8670 -1.0894 1.6209 0.0 0.0 0.0
H 0.6830 -3.2966 1.3576 -0.1 0.0 0.0
C -2.0093 -0.7038 -4.0358 0.0 -0.2 -0.2
C 4.0231 -1.8239 1.0981 0.0 0.2 -0.1
H -4.4353 3.1839 -1.9824 0.0 0.0 0.0
C 3.8546 -0.8932 2.3085 0.0 0.0 0.0
F 1.5251 0.0831 -4.6394 -0.1 -0.1 0.1
C 0.7264 5.8682 -0.1909 0.0 0.0 0.0
H -4.6079 -0.3460 1.9114 0.0 0.0 0.0
H 0.3445 -2.4368 -1.4932 0.0 -0.1 0.1
H -3.5763 4.4147 -0.1964 0.0 0.0 0.0
F 4.4592 1.4567 -1.4591 -0.1 0.1 0.0
H -3.1446 3.7173 1.3573 0.0 0.0 0.0
C 0.0011 -1.3598 3.4648 -0.1 -0.2 -0.1
C 4.5338 -3.1743 1.6120 0.0 0.0 0.0
C 0.4470 3.4583 -0.2856 -0.3 -0.1 0.1
H -0.2209 -2.5383 6.5990 0.0 0.0 0.0
B -0.0822 -0.3158 1.4081 0.2 0.0 -0.1
C 2.2258 -3.4226 -0.8897 0.0 0.1 0.0
H 3.0110 -4.1018 -2.7664 0.0 0.0 0.0
H 0.0561 6.9231 -1.9216 0.0 0.0 0.0
C 0.8592 4.6082 0.3717 -0.1 0.1 0.0
C -0.1300 3.5565 -1.5431 0.0 -0.1 0.1
C -1.6446 -0.0961 4.7173 0.0 0.0 0.0
H -4.3839 -2.0510 1.5708 0.0 0.0 0.0
C -0.2571 4.8070 -2.1180 0.0 0.0 0.0
P 2.3373 -1.9251 0.2578 -0.2 -0.2 0.2
H 1.9392 -2.8610 2.4980 0.1 0.0 -0.1
F -0.6801 1.1640 -5.9705 0.0 0.1 0.2
H 0.7326 -3.8938 -2.3827 0.0 -0.1 0.0
F -1.8360 -1.9388 -3.5251 0.0 0.1 0.0
H 1.9668 -4.8962 0.7378 0.0 0.0 0.0
C 0.4850 -0.6821 -4.2958 0.1 0.0 -0.1
C -2.2816 -1.9216 -0.1129 0.1 0.0 0.0
F -2.3449 -0.8278 -5.3208 0.0 0.0 0.1
C -4.4145 -0.8938 -0.7861 -0.1 0.0 0.0
H -2.3807 0.6937 4.7877 0.0 0.0 0.0
S 1.5171 4.2119 1.9252 0.0 0.1 0.1
H -1.9555 3.8037 0.0505 0.1 0.0 0.0
H -3.1154 -1.1691 2.4017 0.1 0.0 0.0
O -0.7160 0.4637 -2.4557 0.5 -0.4 0.1
F 2.7069 -0.1292 -2.0387 0.0 0.0 0.0
F 3.1408 3.0872 -1.0027 -0.1 0.0 0.2
H -0.4720 2.6702 -2.0565 0.0 0.0 0.0
C -1.3540 -0.8979 5.8152 0.0 0.0 0.0
C -0.4159 -1.9227 5.7323 0.0 0.0 0.0
C 3.2090 -3.2958 -2.0568 0.0 0.0 0.1
H 3.5467 -4.9598 -0.0517 0.0 0.0 0.0
H -4.1059 1.4696 -2.1999 0.0 0.0 0.0
H 6.0281 -1.1890 0.6721 0.0 0.0 0.0
F 3.4714 1.5325 0.4575 0.0 0.0 0.0
F -3.0602 -0.1642 -3.4073 0.1 0.0 -0.2
H -5.5303 1.3879 -0.1122 0.0 0.1 0.0
H 4.8203 -0.2515 -0.1958 0.1 -0.2 0.0
H -5.3970 3.0390 0.4536 0.0 0.0 0.0
H 4.8214 -0.8002 2.8068 0.0 0.0 0.0
H -2.8322 -2.8550 -0.2486 0.0 0.0 0.0
H 2.1252 -5.5567 -0.8818 0.0 0.0 0.0
N 1.5912 1.6820 2.5863 0.1 -0.3 -0.1
H 2.2161 2.0221 3.2999 -0.1 0.0 0.0
H -1.8712 -0.7245 6.7486 0.0 0.0 0.0
H 1.0551 6.7523 0.3374 0.0 0.0 0.0
Ir 0.3293 0.5084 -0.5126 -1.8 0.0 -0.6
P -2.3331 0.8601 0.1682 0.1 -0.1 0.5
C 0.7720 -3.4352 -1.3943 -0.1 0.1 0.1
H 4.9051 -3.7992 0.8044 0.0 0.0 0.0
H 5.3753 -2.9786 2.2800 0.0 0.0 0.0
H 5.2197 -1.8826 -0.7273 0.0 0.0 0.0
H -2.8801 1.2479 2.5637 0.0 -0.1 -0.1
N 0.6340 2.2570 0.4621 1.0 0.7 0.9
C -0.8508 1.4397 -4.6732 -0.1 0.0 -0.1
H 1.6833 0.6973 2.3682 -0.1 0.1 0.0
C -3.7191 2.3873 -1.7684 0.0 0.1 0.1
H -0.6919 4.8882 -3.1049 0.0 0.0 0.0
H 3.1509 -1.2882 3.0431 0.0 0.0 0.0
H -1.5683 2.2744 1.9897 0.0 0.0 0.1
F 0.0376 2.3752 -4.3286 -0.1 -0.1 -0.1
N -1.0545 0.2484 2.2874 0.2 0.3 0.3
C 5.0725 -1.2497 0.1463 0.0 0.1 0.0
H -1.5590 -2.0832 0.6873 0.1 0.0 0.0
C -0.7262 0.1564 -3.7856 -0.3 0.1 0.0
C -2.9970 3.6222 0.2812 0.1 0.0 0.1
C 0.2697 -2.1765 4.5490 0.0 0.0 0.1
H 0.1224 -4.0130 -0.7363 0.0 0.0 0.1
C -4.8898 2.0727 0.4315 -0.1 0.0 0.0
C 2.4891 -4.7747 -0.2118 0.0 0.0 0.1
C 0.1664 5.9559 -1.4523 0.0 0.0 0.0
C -3.2722 -0.8118 0.2364 -0.1 0.1 -0.1

=====

19
Properties=species:S:1:pos:R:3:forces:R:3 method="wB97M-V/def2-TZVPD" orbital_gap_ev=8.20 relative_energy_ev=3.0882 homo_ev=-7.57 e_lumo_ha=0.0232 total_energy_ha=-572.63955 charge=0
H 0.6198 -1.2204 -2.6895 -0.2 -0.3 -0.6
H 0.5959 2.7845 0.6971 -0.3 2.3 -2.0
H -2.2827 -2.1368 1.1426 0.4 0.7 -0.4
H -0.8111 -1.9298 -0.0934 -1.4 0.6 2.0
N -0.9726 -0.5017 1.5282 0.6 2.6 0.8
H 1.8595 0.1743 -0.1720 -0.8 -1.2 -1.9
N -0.3241 0.5692 -2.0683 -1.4 1.4 -0.8
H -1.5858 -0.0951 2.2157 -0.6 -0.2 0.0
C 0.1941 0.1333 1.3610 -0.1 -0.4 -0.4
C -1.2204 1.0313 -2.7473 3.5 -1.8 2.5
C 1.5527 -0.5318 -1.0358 -1.3 4.1 0.4
H -0.6400 -2.4935 1.5484 0.2 -0.7 0.4
C -1.2435 -1.7920 1.0029 1.2 -1.8 -1.9
N 0.6407 1.2369 1.7531 -1.2 -2.8 0.5
H 1.7687 2.7420 2.3342 -0.9 0.7 -1.5
C 0.6517 -0.3813 -2.0286 1.0 -0.8 1.4
O -2.0957 1.5904 -3.2128 -2.5 1.4 -1.6
F 2.2580 -1.5957 -1.0781 2.1 -2.7 0.1
C 1.0348 2.4161 1.5425 1.7 -1.0 3.1

=====

9
Properties=species:S:1:pos:R:3:forces:R:3 method="wB97M-V/def2-TZVPD" orbital_gap_ev=9.94 relative_energy_ev=0.3649 homo_ev=-9.21 e_lumo_ha=0.0268 total_energy_ha=-491.93395 smiles="[H]/N=P/NC" charge=0
N -0.0600 0.4149 -0.0276 2.5 0.7 -0.5
H -1.8483 -0.2518 1.1432 2.5 1.2 -0.1
P -0.1824 -0.5766 -1.3754 -0.9 0.4 0.8
H -0.0936 -0.3489 1.8257 -0.8 0.0 0.4
H 1.5466 -0.9769 -2.8072 -1.0 0.9 2.3
N 1.2713 -0.5479 -1.8501 2.2 -1.0 -3.0
H 1.0000 0.7358 0.1275 -3.1 -0.9 -0.6
C -0.7742 0.2630 1.2138 -1.2 0.4 1.5
H -0.8594 1.2883 1.7500 -0.2 -1.7 -0.9

=====

115
Properties=species:S:1:pos:R:3:forces:R:3 method="wB97M-V/def2-TZVPD" orbital_gap_ev=6.81 homo_ev=-10.58 e_lumo_ha=-0.1384 total_energy_ha=-2882.10361 charge=+1
H -1.7860 1.5672 -4.1473 0.2 -0.1 0.1
C 6.5182 -1.9488 -5.0356 0.2 0.2 -0.1
O 7.4511 0.3783 5.6298 -0.1 -0.2 0.0
C 2.0129 1.5044 1.3820 0.9 0.3 1.3
C -6.1367 -2.9319 0.6090 0.3 0.5 0.0
C -6.1394 1.9841 2.2718 0.8 -0.6 0.2
H -4.6280 3.6925 0.8294 -0.3 0.0 0.1
H -8.8448 1.6514 0.4174 0.1 0.0 0.1
H 2.7191 1.6059 7.2776 -0.1 0.0 0.0
H 3.7659 -0.1529 -4.9630 0.0 0.0 0.0
C -3.9493 2.3700 -1.9409 0.0 0.1 0.4
H 7.5277 1.7867 4.1482 0.0 0.0 -0.2
C -2.5862 -0.8135 -0.9266 -1.3 1.9 0.6
C -5.4455 -2.6678 -0.7671 -0.8 -0.4 0.3
H -4.3712 -2.8270 -0.6895 -0.1 0.2 0.1
H -5.5680 1.4407 -0.8140 0.3 -0.3 0.1
H 6.1131 -4.1137 -8.4606 0.0 0.0 -0.1
N -7.1756 2.3762 1.3982 0.4 -0.5 0.1
H -3.1116 -0.8794 -2.9326 0.1 0.1 0.1
H -6.4436 -0.0217 -3.5360 0.0 -0.5 0.3
H -6.8396 -1.3009 -1.6989 0.2 0.1 -0.2
H -2.3485 -1.6722 2.2450 -0.7 1.2 1.0
C 0.8403 0.4460 -0.7950 -0.7 -0.6 -1.2
C -5.2762 3.3848 0.0068 0.3 -0.3 -1.4
H 5.7137 -1.2650 5.6391 0.0 0.1 0.1
N -4.9218 -0.5613 -2.1466 -1.4 0.3 -0.5
H 3.4630 -1.4779 6.9053 -0.1 0.0 -0.1
H 4.3519 -2.0056 4.8057 0.0 0.0 0.0
H -1.8503 1.9286 -0.4397 0.2 -0.2 0.0
O 5.4335 -3.3723 -6.6479 -0.1 0.2 0.0
H 2.4917 1.9227 2.2633 -0.1 0.0 -0.1
H 2.7309 -1.5537 -3.3969 0.0 0.2 0.1
C 3.7514 -0.6153 6.2889 0.3 0.0 0.3
H 3.9402 1.7326 8.5579 0.0 0.0 0.0
H -4.0241 1.6522 0.1050 -0.2 -0.4 -0.2
O 5.6500 -0.8298 -4.8893 -0.1 -0.1 0.0
C 5.5304 1.0274 4.3338 -0.1 0.0 -0.3
H -5.2622 3.8384 2.9722 -0.3 0.1 0.1
H -1.4408 3.3668 -2.6230 0.2 -0.1 -0.1
H -4.8597 -1.8521 2.4425 -0.3 -0.1 -0.3
C -6.7644 3.3403 0.3484 -0.2 0.9 1.1
C 7.0307 0.8286 4.3542 0.1 0.1 0.4
C -0.9484 2.4175 -2.3789 -0.9 0.2 0.1
C 2.5219 0.3395 0.8664 0.4 -0.8 -0.2
H 2.8356 0.3409 8.5432 -0.1 0.0 0.0
C 4.2614 -1.1193 -4.8409 0.1 0.2 0.0
H -8.2728 0.5757 1.6804 0.2 0.1 0.1
H 3.9590 -1.7516 -5.6781 0.0 -0.2 0.1
H 5.1820 1.5397 5.2322 0.2 -0.1 0.1
H 7.5157 -1.5638 -4.8139 0.0 0.1 0.0
C -5.8529 -1.2626 -1.2337 0.6 -0.2 0.9
C 4.7254 -1.0670 5.2217 -0.2 -0.1 -0.2
H 4.3875 -4.3320 -8.0985 0.0 0.0 0.1
H -2.4376 -1.8808 -1.0947 0.1 0.1 0.1
H 0.0471 2.4945 -2.8218 0.0 -0.2 0.2
H -6.8219 -2.1205 0.8724 0.0 -0.1 -0.1
H 0.3810 -0.0013 -1.6752 0.1 0.1 0.0
O 4.8028 -0.1769 4.1132 0.0 0.1 0.1
C -1.7535 1.3077 -3.0843 0.3 0.8 0.2
S -5.0011 -3.1270 2.0183 0.0 -0.2 0.2
C -5.4100 -0.0099 -3.2109 1.3 0.8 -1.2
O 4.0705 -3.0956 -3.4749 0.1 0.0 0.1
C -7.9423 1.2486 0.8888 -0.4 0.1 -0.6
H 8.8337 -1.0060 4.9553 0.1 0.0 -0.1
H -7.4226 0.6637 0.1176 0.0 0.0 0.2
H -7.0432 4.3462 0.6919 0.0 -0.1 -0.1
C 0.3097 1.6035 -0.2752 -0.7 0.5 0.1
H -6.7481 -3.8334 0.5717 0.2 0.0 0.1
H 6.2948 -2.7225 -4.2994 -0.1 -0.1 -0.1
H 4.9826 -2.7264 -8.5616 0.1 0.0 -0.1
H 9.4744 0.6399 5.2630 0.1 -0.1 0.0
H 2.2780 -1.1204 -0.6958 0.1 0.1 0.0
C 6.5419 -2.5108 -6.4405 -0.1 -0.4 0.1
C -3.2261 1.1602 -2.6010 -0.6 -0.7 -0.9
H -4.6824 2.7618 -2.6497 0.1 0.1 0.0
C -3.0948 -0.6465 0.4919 0.6 -0.2 0.7
H -3.2772 3.2127 -1.7559 0.2 -0.3 0.0
H -5.1717 4.1654 -0.7610 -0.1 0.1 0.3
H 6.5211 -1.6882 -7.1651 0.1 0.0 0.0
H -1.6246 -0.2945 -0.9840 0.1 -0.4 -0.2
C 3.8155 -1.7029 -3.5163 -0.1 -0.4 -0.2
O -5.6117 0.8819 2.1828 -0.7 0.3 0.0
C 0.9335 2.1418 0.8338 -0.2 0.4 0.1
C 1.9252 -0.1953 -0.2539 0.2 -0.4 0.0
H 9.0329 -0.4216 6.6179 0.0 0.0 0.0
H -5.9567 -0.6361 -0.3427 0.2 0.0 -0.1
H -6.5774 3.1540 4.0011 0.1 0.2 -0.1
H 7.3150 0.1003 3.5846 0.0 0.1 -0.1
C -0.9052 2.3185 -0.8383 0.7 0.4 -0.4
H 3.3586 -0.1884 1.3103 0.0 0.3 0.2
O 4.3557 0.3483 7.1342 0.0 0.2 -0.1
H -4.1157 -0.3688 0.7579 -0.4 -1.5 -0.4
C -4.7034 2.0810 -0.6357 -0.1 0.7 0.5
H -5.8341 -3.4372 -1.4421 0.2 0.3 -0.3
H -1.1983 0.3720 -2.9918 -0.4 -0.1 -0.1
H 2.9796 -3.4332 -1.7455 0.0 0.0 0.1
H 7.4605 -3.0961 -6.5816 0.1 0.1 -0.1
H 4.3434 -1.1990 -2.6970 0.0 0.1 0.0
S -4.2377 0.8650 -4.1770 -1.2 -0.2 0.6
C 3.4050 1.0360 7.9157 0.1 0.0 0.0
H -1.2766 -0.3224 1.5087 0.7 -1.4 -0.8
C -3.4729 -0.2849 -2.0737 1.7 -0.5 0.0
C 5.2280 -3.6452 -8.0164 0.0 0.0 0.1
H 0.5918 3.0684 1.2835 -0.1 0.0 -0.1
H -7.3989 3.1474 -0.5205 0.3 -0.1 -0.1
H 4.1534 -4.6832 -2.2151 0.0 0.0 0.0
H 2.8566 -0.1931 5.8143 0.0 -0.1 0.0
C -5.7074 2.9271 3.3814 -0.1 -0.2 -0.5
H -0.8331 3.3456 -0.4631 -0.1 -0.1 0.0
H -4.9473 2.4232 3.9760 -0.1 0.0 0.0
C 8.7688 -0.1255 5.6048 -0.1 0.1 0.1
C -2.2104 -0.8940 1.4964 0.1 0.4 -0.4
H 5.2899 1.6647 3.4789 0.0 -0.1 0.0
H 4.7388 -3.1609 -1.5186 -0.1 0.0 0.1
C 3.9776 -3.6105 -2.1668 0.0 0.0 -0.1

=====

13
Properties=species:S:1:pos:R:3:forces:R:3 method="wB97M-V/def2-TZVPD" orbital_gap_ev=7.74 relative_energy_ev=2.1377 homo_ev=-7.62 e_lumo_ha=0.0047 total_energy_ha=-591.99767 smiles=[O-][n+]1cccn1[SiH3] charge=0
C -1.9699 -0.3650 0.0349 2.7 -2.1 -0.3
N -1.2892 0.7479 -0.0891 0.7 -0.9 0.4
H 3.0451 0.2012 -0.9862 -1.7 0.7 1.0
C 0.1498 -0.9138 0.1759 0.7 -2.3 -0.4
H 2.3434 0.5267 1.3065 0.4 0.3 0.8
Si 1.9879 0.9636 -0.0075 -1.4 -0.9 -1.9
H -3.0000 -0.4561 0.0650 -1.7 0.6 -0.2
C -1.0872 -1.4795 0.0656 0.1 2.2 0.6
H 1.1647 -1.3216 0.1686 -0.6 -0.7 0.2
O -1.8177 1.8331 -0.2894 0.6 2.6 -0.1
N 0.1426 0.4156 0.0904 -0.3 1.5 -0.6
H -1.4730 -2.4394 0.0071 0.1 -1.7 0.2
H 1.8037 2.2873 -0.5416 0.4 0.8 0.3